{
  "formula": "C35H68BrF5N4O5P3RbSTe",
  "method": "ωB97M-V/def2-TZVPD",
  "total_charge": -2,
  "orbital_gap_ha": [0.0624, 0.0843],
  "e_homo_ev": [0.693, 0.098],
  "energy_ha": -6757.24273,
  "elements": ["Rb", "C", "P", "C", "N", "C", "C", "C", "C", "C", "C", "N", "C", "P", "C", "C", "C", "C", "C", "C", "C", "C", "C", "H", "H", "H", "H", "H", "H", "H", "H", "H", "H", "H", "H", "H", "H", "H", "H", "H", "H", "H", "H", "H", "H", "H", "H", "H", "H", "H", "H", "O", "H", "H", "O", "H", "H", "Br", "C", "C", "C", "C", "C", "N", "H", "H", "H", "H", "O", "H", "H", "C", "S", "C", "O", "H", "H", "H", "H", "H", "H", "C", "C", "C", "C", "N", "H", "H", "H", "H", "H", "H", "H", "H", "H", "F", "Te", "F", "F", "F", "F", "O", "C", "C", "P", "C", "C", "C", "C", "H", "H", "H", "H", "H", "H", "H", "H", "H", "H", "H", "H", "H", "H", "H"],
  "positions_angstrom": [[-1.841, -1.315, -1.407], [0.350, 3.718, 0.565], [1.145, 3.258, 2.251], [0.680, 4.736, 3.195], [1.499, 5.769, 3.362], [0.836, 6.874, 3.851], [1.466, 8.128, 3.813], [1.130, 9.129, 4.737], [0.064, 8.908, 5.617], [-0.684, 7.727, 5.536], [-0.314, 6.708, 4.668], [-1.107, 5.575, 4.556], [-0.578, 4.643, 3.767], [-1.584, 3.204, 3.359], [-3.188, 3.907, 2.895], [-1.869, 2.277, 4.928], [-2.506, 3.319, 5.893], [-0.571, 1.640, 5.411], [-2.808, 1.144, 4.703], [3.024, 3.426, 1.894], [3.461, 4.531, 0.952], [3.615, 3.518, 3.325], [3.551, 2.073, 1.346], [0.926, 4.416, 0.018], [-0.669, 4.076, 0.819], [0.156, 2.748, 0.042], [2.392, 8.275, 3.222], [1.685, 10.072, 4.850], [-0.245, 9.624, 6.399], [-1.531, 7.633, 6.225], [-3.685, 4.490, 3.681], [-3.932, 3.176, 2.577], [-2.974, 4.555, 2.039], [-1.994, 4.313, 6.023], [-2.587, 2.763, 6.850], [-3.555, 3.461, 5.518], [0.207, 2.381, 5.705], [-0.112, 0.921, 4.744], [-0.802, 1.050, 6.343], [-3.774, 1.492, 4.299], [-3.001, 0.607, 5.647], [-2.396, 0.412, 3.949], [2.878, 5.425, 1.211], [3.238, 4.191, -0.089], [4.532, 4.832, 1.034], [3.196, 4.376, 3.907], [4.695, 3.663, 3.269], [3.384, 2.618, 3.905], [3.179, 1.925, 0.297], [3.267, 1.229, 1.966], [4.588, 2.145, 1.277], [-0.981, -3.073, 0.654], [-1.462, -3.898, 0.402], [-1.506, -2.741, 1.403], [-2.488, -2.060, 2.738], [-2.883, -2.012, 3.626], [-3.090, -1.439, 2.194], [-3.657, -3.890, -2.931], [-2.859, -5.321, -1.888], [-2.805, -6.574, -2.534], [-2.257, -7.662, -1.822], [-1.938, -7.479, -0.416], [-2.038, -6.193, 0.065], [-2.512, -5.088, -0.591], [-3.182, -6.657, -3.538], [-2.167, -8.627, -2.286], [-1.585, -8.318, 0.180], [-1.763, -6.008, 1.094], [-2.084, 1.602, -1.403], [-2.938, 1.572, -1.819], [-2.225, 1.638, -0.453], [1.535, -0.484, -6.232], [0.045, 0.276, -6.879], [0.691, 1.826, -7.536], [-0.939, 0.764, -5.916], [2.215, -0.536, -7.087], [1.238, -1.405, -5.711], [1.861, 0.251, -5.459], [1.619, 1.711, -8.146], [0.903, 2.555, -6.705], [-0.122, 2.208, -8.187], [-1.496, -2.507, -9.173], [-1.619, -1.415, -8.092], [-2.717, -0.397, -8.414], [-1.970, -2.162, -6.798], [-0.338, -0.691, -8.014], [-2.229, -3.256, -8.974], [-0.498, -3.000, -8.991], [-1.619, -2.113, -10.193], [-3.734, -0.768, -8.249], [-2.666, -0.073, -9.466], [-2.661, 0.451, -7.730], [-2.978, -2.613, -6.859], [-2.048, -1.460, -5.925], [-1.311, -2.946, -6.470], [-5.575, -1.384, 0.655], [-5.096, 0.463, 0.586], [-6.959, 0.717, 0.122], [-5.753, 0.652, 2.395], [-4.627, 2.255, 0.090], [-4.995, 0.091, -1.332], [-3.407, 0.000, 1.159], [3.156, -3.628, 2.622], [3.751, -3.712, 1.230], [4.079, -5.510, 0.701], [5.956, -5.650, 0.506], [6.343, -7.138, 0.559], [3.618, -5.294, -1.092], [2.157, -5.723, -1.167], [2.182, -3.074, 2.730], [3.739, -3.155, 3.452], [2.928, -4.661, 2.916], [4.740, -3.235, 1.133], [3.092, -3.172, 0.515], [6.351, -5.070, 1.360], [6.188, -5.188, -0.544], [6.862, -7.435, 1.481], [7.030, -7.488, -0.237], [5.436, -7.738, 0.470], [4.095, -6.010, -1.720], [3.760, -4.223, -1.352], [1.761, -5.462, -2.187], [1.550, -5.207, -0.424], [2.064, -6.772, -1.039]],
  "mulliken_charge": [0.747, -1.156, 0.153, 0.806, -0.337, 0.224, -0.738, -0.371, -0.533, -0.355, -0.025, -0.474, 0.114, 0.485, -1.380, 1.791, -1.624, -1.847, -1.756, 2.005, -1.597, -1.768, -2.062, 0.499, 0.284, 0.248, 0.339, 0.349, 0.331, 0.395, 0.384, 0.251, 0.423, 0.165, 0.513, 0.352, 0.322, 0.376, 0.449, 0.322, 0.539, 0.291, 0.270, 0.331, 0.392, 0.296, 0.491, 0.369, 0.340, 0.468, 0.587, -0.543, 0.376, 0.375, -0.740, 0.262, 0.344, -0.358, 0.132, -0.373, -0.510, -0.658, -0.216, -0.534, 0.338, 0.390, 0.346, 0.391, -0.533, 0.293, 0.250, -1.065, 0.941, -1.021, -0.636, 0.368, 0.326, 0.359, 0.313, 0.353, 0.280, -1.570, 1.898, -1.538, -1.748, -0.546, 0.390, 0.339, 0.337, 0.360, 0.302, 0.389, 0.442, 0.357, 0.389, -0.523, 1.849, -0.491, -0.564, -0.523, -0.525, -0.964, -1.139, -0.395, -0.192, -0.496, -1.020, -0.470, -1.240, 0.236, 0.252, 0.387, 0.454, 0.335, 0.416, 0.256, 0.296, 0.281, 0.316, 0.488, 0.315, 0.310, 0.237, 0.386]
}

***

{
  "formula": "C35H69B2F8N11O",
  "method": "ωB97M-V/def2-TZVPD",
  "total_charge": 3,
  "multiplicity": 2,
  "orbital_gap_ha": [0.0726, 0.2191],
  "e_homo_ev": [-8.733, -12.720],
  "s_squared": 0.76,
  "energy_ha": -2900.48322,
  "elements": ["C", "C", "N", "C", "C", "N", "C", "C", "H", "H", "H", "H", "H", "H", "H", "H", "H", "H", "H", "C", "C", "N", "C", "C", "N", "C", "C", "H", "H", "H", "H", "H", "H", "H", "H", "H", "H", "H", "C", "C", "N", "C", "C", "N", "C", "C", "H", "H", "H", "H", "H", "H", "H", "H", "H", "H", "H", "C", "C", "N", "C", "C", "N", "C", "C", "H", "H", "H", "H", "H", "H", "H", "H", "H", "H", "H", "C", "C", "N", "C", "C", "N", "C", "C", "H", "H", "H", "H", "H", "H", "H", "H", "H", "H", "H", "C", "N", "C", "C", "C", "C", "O", "H", "H", "H", "H", "H", "H", "H", "H", "H", "H", "H", "H", "H", "H", "B", "F", "F", "F", "F", "B", "F", "F", "F", "F"],
  "positions_angstrom": [[-1.940, -7.990, 4.067], [-1.722, -6.711, 4.906], [-0.727, -5.776, 4.335], [0.568, -6.147, 4.071], [1.185, -4.966, 3.639], [0.233, -3.939, 3.428], [-0.972, -4.485, 3.937], [0.567, -2.529, 3.194], [-2.562, -7.605, 3.259], [-2.597, -8.672, 4.608], [-1.035, -8.485, 3.714], [-1.485, -6.999, 5.930], [-2.662, -6.161, 4.960], [0.954, -7.137, 4.263], [2.200, -4.708, 3.376], [-1.939, -4.016, 4.045], [1.492, -2.321, 3.730], [-0.338, -2.064, 3.586], [0.730, -2.315, 2.138], [1.183, 2.722, -5.979], [-0.098, 2.435, -5.142], [-0.075, 3.280, -3.902], [-0.028, 4.616, -3.875], [-0.248, 5.052, -2.598], [-0.336, 3.926, -1.738], [-0.036, 2.837, -2.541], [-0.472, 4.026, -0.301], [1.121, 3.753, -6.330], [1.211, 2.144, -6.902], [2.065, 2.483, -5.385], [-0.280, 1.400, -4.853], [-0.974, 2.740, -5.713], [0.064, 5.240, -4.752], [-0.403, 6.070, -2.271], [-0.022, 1.807, -2.215], [-0.402, 5.045, 0.080], [0.352, 3.466, 0.139], [-1.345, 3.433, -0.028], [-2.592, -6.613, -0.182], [-1.401, -6.559, 0.850], [-0.251, -5.833, 0.307], [1.075, -6.334, 0.148], [1.975, -5.278, -0.142], [1.154, -4.203, -0.294], [-0.175, -4.519, -0.041], [1.659, -2.893, -0.793], [-3.374, -7.259, 0.217], [-2.392, -7.082, -1.146], [-3.020, -5.612, -0.246], [-1.078, -7.529, 1.229], [-1.777, -6.018, 1.719], [1.205, -7.398, 0.284], [3.049, -5.272, -0.250], [-0.999, -3.825, 0.031], [1.161, -2.639, -1.729], [2.733, -3.018, -0.935], [1.357, -2.099, -0.109], [2.032, -0.958, -3.643], [1.493, -1.881, -4.839], [0.422, -1.289, -5.537], [-0.829, -0.941, -5.025], [-1.476, -0.315, -6.105], [-0.669, -0.323, -7.194], [0.470, -0.990, -6.845], [-0.805, 0.490, -8.460], [1.332, -0.455, -2.975], [2.406, 0.006, -3.988], [2.845, -1.436, -3.097], [1.374, -2.941, -4.614], [2.382, -1.905, -5.470], [-1.116, -1.135, -4.003], [-2.459, 0.119, -6.214], [1.379, -1.090, -7.418], [-1.179, 1.478, -8.193], [-1.273, -0.029, -9.297], [0.207, 0.497, -8.865], [-2.711, 2.720, 3.289], [-2.068, 4.206, 3.779], [-2.404, 5.364, 2.952], [-3.596, 5.513, 2.201], [-3.602, 6.669, 1.416], [-2.583, 7.407, 1.999], [-1.887, 6.648, 2.934], [-2.256, 8.768, 1.570], [-3.799, 2.791, 3.282], [-2.589, 1.962, 4.062], [-2.288, 2.414, 2.332], [-0.995, 4.095, 3.935], [-2.487, 4.405, 4.766], [-4.289, 4.684, 2.182], [-4.238, 7.026, 0.620], [-1.078, 6.987, 3.564], [-1.816, 8.717, 0.573], [-1.491, 9.306, 2.129], [-3.106, 9.445, 1.488], [5.548, 0.200, 2.134], [4.292, 1.024, 2.394], [3.104, 0.005, 2.345], [4.504, 1.582, 3.849], [4.151, 2.107, 1.289], [2.858, 3.012, 1.456], [3.114, 3.816, 2.583], [6.381, 0.895, 2.024], [5.279, -0.309, 1.209], [5.684, -0.452, 2.997], [2.770, -0.121, 1.316], [2.312, 0.421, 2.968], [3.344, -0.961, 2.790], [5.406, 2.191, 3.904], [4.776, 0.780, 4.535], [3.617, 2.147, 4.134], [4.073, 1.548, 0.357], [5.122, 2.599, 1.227], [1.965, 2.561, 1.889], [2.798, 3.704, 0.616], [2.550, 4.560, 2.807], [-0.556, 0.081, -0.082], [-0.309, -0.356, -1.319], [0.562, 0.746, 0.251], [-1.599, 0.950, -0.143], [-0.844, -0.968, 0.872], [-5.548, 1.797, 0.895], [-4.246, 1.482, 0.741], [-5.961, 1.183, 2.039], [-5.680, 3.108, 0.977], [-6.262, 1.177, -0.145]],
  "lowdin_spin": [0.000, 0.000, 0.000, 0.000, 0.000, 0.000, 0.000, 0.000, 0.000, 0.000, 0.000, 0.000, 0.000, 0.000, 0.000, 0.000, 0.000, 0.000, 0.000, 0.004, 0.010, 0.164, 0.019, 0.022, 0.201, 0.383, 0.019, 0.001, 0.000, 0.005, 0.001, 0.006, 0.005, 0.005, 0.051, 0.001, 0.009, 0.004, 0.000, 0.000, 0.000, 0.000, 0.000, 0.000, 0.000, 0.001, 0.000, 0.000, 0.000, 0.000, 0.000, 0.000, 0.000, 0.000, 0.000, 0.001, 0.000, 0.008, 0.001, 0.000, 0.000, 0.001, 0.001, 0.003, 0.001, 0.003, 0.008, 0.002, 0.000, 0.000, 0.000, 0.001, 0.000, 0.001, 0.000, 0.000, 0.000, 0.000, 0.000, 0.000, 0.000, 0.000, 0.000, 0.000, 0.000, 0.000, 0.000, 0.000, 0.000, 0.000, 0.000, 0.000, 0.000, 0.000, 0.000, 0.001, 0.000, 0.001, 0.000, 0.007, 0.009, 0.002, 0.000, 0.001, 0.000, 0.001, 0.000, 0.000, 0.000, 0.000, 0.000, 0.009, 0.000, 0.001, 0.009, 0.001, 0.004, 0.002, 0.008, 0.003, 0.000, 0.000, 0.000, 0.000, 0.000, 0.000]
}